Entry 1:
Computed, not measured: a molecular structure, C27H47IrN2O5SSi4Te, with ωB97M-V/def2-TZVPD.

Properties
Kohn-Sham gap	6.63	eV
E_HOMO	-6.743	eV
energy relative to the best compared isomer or geometry (same formula, charge and spin)	0.168	eV

```
88
Properties=species:S:1:pos:R:3:lowdin_charge:R:1
Ir -1.193 1.981 -0.072 1.028
O -2.391 0.692 1.239 -0.202
C -3.476 1.520 1.711 -0.164
C -4.060 2.341 0.571 -0.124
N -2.988 3.102 -0.099 -0.279
C -2.643 4.351 0.628 -0.069
C -1.770 4.046 1.839 -0.645
O -1.943 4.620 2.891 0.076
O -0.862 3.149 1.594 -0.213
C -3.195 3.437 -1.520 -0.088
C -1.850 3.497 -2.274 -0.639
O -1.868 3.746 -3.463 0.065
O -0.764 3.264 -1.576 -0.227
H -2.715 0.126 0.518 0.072
H -3.060 2.148 2.494 0.117
H -4.248 0.891 2.158 0.137
H -4.835 3.010 0.960 0.140
H -4.523 1.680 -0.164 0.129
H -3.539 4.913 0.892 0.139
H -2.022 4.950 -0.040 0.140
H -3.667 4.418 -1.626 0.139
H -3.847 2.708 -2.001 0.127
N -1.747 0.623 -1.566 -0.436
S -0.768 -0.587 -2.060 0.962
C 0.361 -0.082 -3.347 -0.457
C 1.378 -0.980 -3.648 -0.086
C 2.302 -0.642 -4.622 -0.066
C 2.208 0.585 -5.269 -0.067
C 1.194 1.473 -4.946 -0.046
C 0.256 1.144 -3.976 -0.077
C -1.911 -1.567 -3.030 -0.370
C -2.335 -1.184 -4.296 -0.061
C -3.266 -1.967 -4.960 -0.063
C -3.758 -3.123 -4.365 -0.071
C -3.322 -3.501 -3.104 -0.067
C -2.393 -2.722 -2.430 -0.078
H -2.256 0.987 -2.367 0.024
H 1.459 -1.918 -3.111 0.109
H 3.105 -1.326 -4.863 0.109
H 2.940 0.854 -6.020 0.106
H 1.132 2.437 -5.434 0.116
H -0.500 1.860 -3.702 0.079
H -1.932 -0.294 -4.767 0.115
H -3.602 -1.678 -5.947 0.110
H -4.479 -3.735 -4.892 0.107
H -3.699 -4.406 -2.645 0.109
H -2.045 -3.004 -1.444 0.086
C 1.774 2.284 3.759 -0.204
Si 1.263 0.490 3.745 0.329
C -0.569 0.336 4.116 -0.200
C 2.220 -0.442 5.070 -0.215
Si 1.726 -0.457 1.654 0.073
Te 1.315 1.204 -0.175 0.625
Si 4.035 -0.790 1.398 0.303
C 4.455 -1.178 -0.394 -0.226
C 4.915 0.788 1.898 -0.222
C 4.659 -2.209 2.460 -0.215
Si 0.637 -2.504 1.366 0.340
C 1.245 -3.421 -0.170 -0.197
C 0.966 -3.567 2.882 -0.216
C -1.230 -2.330 1.213 -0.218
H 1.663 2.701 4.764 0.037
H 1.144 2.857 3.075 0.012
H 2.814 2.401 3.449 0.018
H -0.813 0.868 5.041 0.038
H -0.864 -0.710 4.236 0.021
H -1.153 0.774 3.307 -0.002
H 2.035 0.002 6.053 0.031
H 3.295 -0.398 4.883 0.013
H 1.930 -1.494 5.115 0.017
H 3.868 -0.569 -1.085 -0.004
H 4.272 -2.230 -0.622 0.014
H 5.514 -0.979 -0.580 0.031
H 4.526 1.642 1.339 0.024
H 5.988 0.708 1.705 0.031
H 4.777 0.992 2.962 0.019
H 4.136 -3.138 2.220 0.014
H 4.517 -2.008 3.524 0.018
H 5.726 -2.374 2.286 0.032
H 2.201 -3.034 -0.524 0.000
H 0.525 -3.324 -0.989 0.003
H 1.368 -4.486 0.040 0.033
H 2.034 -3.655 3.088 0.014
H 0.564 -4.576 2.746 0.031
H 0.492 -3.133 3.766 0.020
H -1.478 -1.591 0.451 -0.029
H -1.677 -2.004 2.154 0.027
H -1.680 -3.288 0.932 0.035
```

---

Entry 2:
Computed, not measured: a gas-phase ion, C27H48BClFN4O7P2 (charge +1) at a distorted geometry, with ωB97M-V/def2-TZVPD.

Properties
total charge	+1
Kohn-Sham gap	8.13	eV
E_HOMO	-11.579	eV

```
91
Properties=species:S:1:pos:R:3:lowdin_charge:R:1
C -2.861 0.438 1.340 0.203
C -1.905 0.524 0.635 -0.092
C -0.732 0.616 -0.238 -0.341
O 0.418 0.906 0.491 -0.083
C 0.360 1.298 1.858 -0.178
C 1.793 1.630 2.282 -0.187
C 2.606 0.410 2.727 -0.081
C -0.958 1.878 -1.182 -0.316
C -0.692 3.224 -0.510 -0.122
C -1.808 3.805 0.381 -0.163
C -1.239 4.718 1.469 -0.188
C -2.347 5.159 2.433 -0.164
C -2.779 4.063 3.376 -0.260
O -3.669 4.604 4.326 -0.177
C -4.171 3.621 5.208 -0.104
O -2.353 1.829 -1.562 0.017
C -2.692 2.671 -2.487 -0.342
N -2.947 3.474 -3.256 0.224
C 0.002 1.751 -2.383 -0.306
P 1.645 2.626 -2.221 0.783
O 2.438 2.294 -1.019 -0.375
C 0.061 0.358 -3.011 -0.573
Cl 0.983 0.453 -4.537 0.813
N 0.455 -0.792 -2.095 -0.008
C 0.441 -2.010 -3.028 -0.145
C 0.407 -3.439 -2.510 -0.166
C 1.489 -3.906 -1.532 -0.180
C 1.402 -5.439 -1.354 -0.184
C 0.951 -5.847 0.053 -0.240
C 2.147 -5.858 1.022 -0.091
B 1.954 -0.758 -1.602 -0.503
O 2.239 -1.067 -0.315 0.175
C 3.197 -0.464 -2.519 -0.155
C 4.468 -1.184 -2.010 -0.064
C -0.653 -0.769 -1.005 -0.164
P -2.411 -1.285 -1.769 0.871
N -3.557 -1.595 -0.767 -0.224
C -0.545 -1.894 0.068 -0.357
O -1.045 -2.967 -0.144 0.108
N 0.040 -1.650 1.378 0.187
C -0.660 -2.355 2.376 -0.515
O -1.758 -2.149 2.748 0.204
F 0.111 -3.305 2.927 0.136
H -3.777 0.462 1.883 0.079
H -0.226 2.198 2.012 0.098
H 0.017 0.510 2.517 0.112
H 2.305 2.133 1.465 0.097
H 1.718 2.332 3.111 0.115
H 1.980 -0.346 3.198 0.066
H 3.309 0.728 3.495 0.075
H 3.207 -0.003 1.924 0.062
H 0.242 3.253 0.042 0.113
H -0.573 3.939 -1.325 0.108
H -2.461 3.060 0.818 0.090
H -2.438 4.435 -0.246 0.123
H -0.431 4.241 2.023 0.101
H -0.843 5.623 1.010 0.121
H -3.213 5.427 1.823 0.123
H -2.074 6.061 2.974 0.123
H -3.322 3.283 2.824 0.113
H -1.928 3.573 3.866 0.126
H -4.452 4.114 6.133 0.089
H -3.406 2.873 5.425 0.083
H -5.058 3.128 4.802 0.088
H -0.447 2.360 -3.180 0.120
H 2.364 2.381 -3.397 0.012
H 1.293 3.982 -2.268 0.044
H -0.930 0.171 -3.406 0.082
H 1.328 -1.965 -3.651 0.104
H -0.366 -1.884 -3.744 0.114
H -0.552 -3.798 -2.149 0.099
H 0.563 -4.050 -3.401 0.138
H 2.471 -3.707 -1.969 0.121
H 1.410 -3.463 -0.542 0.076
H 2.351 -5.915 -1.587 0.113
H 0.679 -5.844 -2.063 0.111
H 0.175 -5.175 0.411 0.090
H 0.557 -6.860 0.026 0.110
H 1.920 -6.402 1.933 0.076
H 2.382 -4.832 1.314 0.059
H 3.009 -6.293 0.528 0.073
H 2.335 -2.025 -0.214 0.105
H 3.069 -0.763 -3.559 0.068
H 3.438 0.598 -2.538 0.081
H 4.252 -2.182 -1.642 0.064
H 4.887 -0.617 -1.184 0.088
H 5.214 -1.199 -2.797 0.086
H -2.161 -2.353 -2.645 0.032
H -2.768 -0.230 -2.618 0.024
H -3.860 -2.558 -0.869 0.003
H 0.987 -2.013 1.398 0.129
```

---

Entry 3:
Computed, not measured: a molecular structure, C27H48ClIrO2P at a distorted geometry, with ωB97M-V/def2-TZVPD.

Properties
<S²>	6.017
multiplicity	5
total charge	-1
Kohn-Sham gap (spin up / spin down)	3.07 / 6.14	eV
E_HOMO (spin up / spin down)	-0.456 / -3.577	eV
energy relative to the best compared isomer or geometry (same formula, charge and spin)	0.116	eV

```
80
Properties=species:S:1:pos:R:3:lowdin_charge:R:1
Ir 0.412 -0.405 1.713 0.794
Cl 1.296 1.554 2.529 -0.040
P 0.260 0.369 -0.403 0.925
C -1.902 0.171 2.384 -0.265
H -2.779 -0.230 1.852 0.048
H -1.792 1.245 2.167 0.027
C 2.091 0.611 -0.667 -0.466
C -0.592 2.048 -0.457 -0.421
C 2.583 0.797 -2.097 -0.222
H 2.284 1.535 -0.094 0.080
C 4.058 1.209 -2.052 -0.201
H 2.474 -0.144 -2.655 0.099
H 1.997 1.562 -2.628 0.091
C 4.927 0.244 -1.228 -0.208
H 4.440 1.273 -3.079 0.103
H 4.125 2.214 -1.617 0.112
C 4.330 -0.119 0.136 -0.198
H 5.080 -0.673 -1.806 0.105
H 5.919 0.693 -1.081 0.101
C 2.859 -0.527 0.016 -0.264
H 4.903 -0.934 0.595 0.108
H 4.395 0.742 0.814 0.113
H 2.776 -1.445 -0.583 0.110
H 2.419 -0.739 1.023 0.019
C -0.442 -0.664 -1.800 -0.404
C -2.102 1.923 -0.717 -0.208
H -0.441 2.414 0.574 0.066
C -2.795 3.288 -0.625 -0.197
H -2.276 1.497 -1.714 0.095
H -2.553 1.225 0.004 0.096
C -2.139 4.345 -1.522 -0.210
H -3.853 3.172 -0.906 0.108
H -2.776 3.627 0.415 0.111
C -0.618 4.420 -1.342 -0.201
H -2.372 4.129 -2.568 0.104
H -2.576 5.332 -1.300 0.104
C 0.067 3.051 -1.413 -0.213
H -0.185 5.075 -2.116 0.106
H -0.386 4.874 -0.375 0.112
H 0.023 2.672 -2.444 0.095
H 1.132 3.171 -1.162 0.106
C 0.284 -2.000 -1.964 -0.208
H -1.473 -0.867 -1.453 0.108
C -0.466 -2.914 -2.943 -0.192
H 1.304 -1.825 -2.336 0.100
H 0.384 -2.513 -0.998 0.079
C -0.742 -2.243 -4.295 -0.209
H 0.124 -3.830 -3.095 0.109
H -1.415 -3.216 -2.484 0.114
C -1.312 -0.827 -4.159 -0.200
H 0.184 -2.208 -4.878 0.106
H -1.449 -2.862 -4.866 0.103
C -0.531 0.040 -3.163 -0.211
H -1.316 -0.328 -5.140 0.106
H -2.355 -0.886 -3.827 0.112
H 0.482 0.221 -3.550 0.100
H -1.016 1.023 -3.084 0.081
C 0.128 -2.377 1.699 -0.451
C -1.380 -1.951 1.521 -0.330
H 0.570 -2.837 0.788 0.049
C -2.362 -2.605 2.414 -0.265
H -1.714 -1.953 0.469 0.063
C -1.813 -3.021 3.783 -0.208
H -3.278 -2.025 2.558 0.090
H -2.684 -3.529 1.916 0.095
C -0.558 -3.864 3.679 -0.218
H -1.583 -2.124 4.371 0.082
H -2.582 -3.582 4.328 0.102
C 0.566 -3.113 2.959 -0.253
H -0.205 -4.125 4.680 0.098
H -0.772 -4.813 3.166 0.101
H 1.012 -2.396 3.655 0.077
H 1.365 -3.818 2.691 0.093
C -1.022 1.897 4.979 -0.030
C -1.135 0.443 4.651 -0.528
O -0.454 -0.401 5.192 0.074
O -2.154 0.073 3.751 -0.137
H -0.753 1.982 6.037 0.083
H -1.957 2.434 4.778 0.083
H -0.199 2.338 4.401 0.010
```

---

Entry 4:
Computed, not measured: a molecular structure, C27H48CoN4O2PS, with ωB97M-V/def2-TZVPD.

Properties
<S²>	6.014
multiplicity	5
total charge	+2
Kohn-Sham gap (spin up / spin down)	9.67 / 8.08	eV
E_HOMO (spin up / spin down)	-14.474 / -14.304	eV

```
84
Properties=species:S:1:pos:R:3:lowdin_charge:R:1
Co 0.519 0.964 -0.294 0.623
C -2.893 3.904 -0.335 0.039
C -1.476 3.509 -0.048 -0.481
O -0.940 2.569 -0.655 -0.054
N -0.810 4.220 0.875 0.108
C 0.592 3.978 1.190 -0.087
C 0.771 2.858 2.184 -0.232
C 0.883 3.120 3.539 0.008
C 0.991 2.064 4.430 -0.014
C 0.982 0.769 3.938 -0.020
C 0.875 0.586 2.574 -0.126
N 0.777 1.604 1.707 0.051
H -2.992 4.087 -1.404 0.107
H -3.212 4.789 0.214 0.092
H -3.544 3.068 -0.079 0.081
H -1.286 4.981 1.327 0.155
H 1.009 4.899 1.588 0.137
H 1.119 3.748 0.267 0.112
H 0.888 4.145 3.889 0.128
H 1.078 2.252 5.494 0.127
H 1.058 -0.087 4.595 0.123
H 0.854 -0.407 2.139 0.084
C 4.214 -1.963 -0.201 -0.205
S 3.419 -0.581 0.584 0.970
O 2.264 -0.250 -0.356 -0.594
C 4.641 0.673 0.348 -0.412
C 5.043 1.055 -0.929 -0.087
C 5.987 2.057 -1.061 -0.052
C 6.525 2.662 0.074 -0.045
C 6.119 2.273 1.341 -0.051
C 5.161 1.275 1.484 -0.077
H 4.428 -1.715 -1.240 0.067
H 3.526 -2.805 -0.136 0.059
H 5.131 -2.185 0.345 0.080
H 4.632 0.566 -1.807 0.114
H 6.323 2.360 -2.045 0.119
H 7.273 3.437 -0.036 0.120
H 6.545 2.743 2.218 0.119
H 4.830 0.964 2.469 0.112
C 0.098 -3.255 0.580 -0.086
C -1.425 -2.992 0.548 -0.595
C -2.159 -4.290 0.184 -0.058
C -1.817 -2.592 1.981 -0.080
P -1.757 -1.553 -0.594 1.000
N -0.701 -0.385 -0.194 -0.147
C -1.488 -2.017 -2.382 -0.596
C -1.281 -0.759 -3.244 -0.077
C -0.185 -2.830 -2.488 -0.076
C -2.644 -2.840 -2.972 -0.056
C -3.421 -0.753 -0.309 -0.588
C -3.754 0.163 -1.498 -0.081
C -3.354 0.160 0.931 -0.075
C -4.553 -1.777 -0.149 -0.057
H 0.329 -3.782 1.509 0.096
H 0.677 -2.328 0.561 0.045
H 0.429 -3.887 -0.240 0.067
H -1.936 -5.033 0.955 0.103
H -1.829 -4.707 -0.765 0.071
H -3.241 -4.172 0.152 0.076
H -1.484 -3.390 2.647 0.097
H -2.890 -2.491 2.117 0.069
H -1.330 -1.667 2.296 0.069
H -0.518 -0.102 -2.830 0.053
H -2.186 -0.180 -3.391 0.065
H -0.943 -1.091 -4.228 0.099
H 0.664 -2.315 -2.027 0.079
H 0.037 -2.959 -3.549 0.099
H -0.273 -3.823 -2.056 0.068
H -3.564 -2.263 -3.060 0.071
H -2.858 -3.745 -2.408 0.073
H -2.359 -3.145 -3.982 0.103
H -2.957 0.880 -1.701 0.071
H -4.657 0.718 -1.233 0.098
H -3.981 -0.391 -2.406 0.070
H -2.547 0.892 0.847 0.057
H -3.235 -0.380 1.864 0.068
H -4.303 0.700 0.987 0.096
H -4.633 -2.456 -0.998 0.079
H -5.495 -1.225 -0.087 0.103
H -4.467 -2.368 0.760 0.071
N 1.529 1.951 -1.864 0.057
H 0.987 2.695 -2.291 0.073
H 1.748 1.269 -2.585 0.072
H 2.427 2.330 -1.573 0.061
```

---

Entry 5:
Computed, not measured: a molecular structure, C27H48CoOP2 at a distorted geometry, with ωB97M-V/def2-TZVPD.

Properties
<S²>	3.813
multiplicity	4
Kohn-Sham gap (spin up / spin down)	3.22 / 2.57	eV
E_HOMO (spin up / spin down)	-4.374 / -4.373	eV

```
79
Properties=species:S:1:pos:R:3:lowdin_charge:R:1
P 5.415 -1.187 -0.734 0.830
P 4.271 -4.001 0.813 0.886
C 6.434 -2.297 0.178 -0.382
C 5.957 -3.765 0.169 -0.386
H 6.453 -1.830 1.181 0.104
H 7.438 -2.193 -0.285 0.101
H 5.983 -4.177 -0.849 0.082
H 6.634 -4.343 0.804 0.083
C 4.469 -4.447 2.601 -0.270
H 3.489 -4.510 3.095 0.045
H 5.093 -3.730 3.146 0.046
H 4.930 -5.442 2.663 0.035
C 3.676 -5.673 0.318 -0.246
H 4.123 -6.451 0.959 0.039
H 3.887 -5.893 -0.736 0.043
H 2.584 -5.702 0.453 0.052
C 6.110 0.489 -0.326 -0.167
H 5.697 1.321 -0.932 0.049
H 7.192 0.446 -0.512 0.070
H 5.963 0.725 0.740 0.073
C 5.790 -1.632 -2.494 -0.178
H 5.290 -2.556 -2.807 0.070
H 6.871 -1.818 -2.599 0.081
H 5.502 -0.811 -3.184 0.041
Co 4.355 0.082 -1.972 0.276
C 0.312 -2.283 0.538 -0.102
C 0.749 -2.803 1.703 -0.107
C 1.826 -2.211 2.569 -0.197
C 2.111 -0.733 2.252 -0.170
C 3.194 -0.664 1.286 -0.093
C 3.337 -1.361 0.066 -0.312
C 2.466 -2.466 -0.542 -0.270
C 1.057 -1.864 -0.676 -0.151
C 2.897 1.426 -2.043 -0.190
H -0.780 -2.272 0.305 0.074
H 0.187 -3.673 2.143 0.117
H 2.787 -2.749 2.507 0.038
H 1.567 -2.337 3.635 0.125
H 1.244 -0.130 1.894 0.157
H 2.471 -0.323 3.215 0.125
H 3.684 0.313 1.287 0.107
H 3.250 -0.528 -0.775 0.020
H 2.377 -3.345 0.115 0.010
H 2.855 -2.807 -1.520 0.116
H 1.058 -0.745 -0.693 0.121
H 0.551 -2.160 -1.622 0.137
H 2.585 1.121 -3.079 -0.010
H 3.499 2.396 -1.987 0.004
H 2.176 1.176 -1.199 0.008
C -3.089 -3.062 0.221 -0.084
C -3.719 -2.477 1.475 -0.379
C -2.724 -2.430 2.623 -0.082
C -4.345 -1.108 1.202 -0.156
C -5.699 -0.931 1.371 -0.093
C -6.312 0.304 1.118 -0.145
C -5.550 1.397 0.698 -0.095
C -4.185 1.284 0.527 -0.148
C -3.354 2.505 0.071 -0.390
C -3.784 3.001 -1.314 -0.088
C -3.419 3.650 1.092 -0.089
C -3.516 0.010 0.768 -0.371
O -2.272 -0.091 0.601 -0.110
H -2.291 -2.392 -0.091 0.030
H -3.785 -3.087 -0.620 0.082
H -2.692 -4.066 0.401 0.074
H -4.550 -3.131 1.763 0.118
H -1.940 -1.708 2.397 0.057
H -3.217 -2.098 3.536 0.077
H -2.273 -3.404 2.811 0.059
H -6.299 -1.778 1.710 0.096
H -7.385 0.413 1.251 0.072
H -6.032 2.367 0.500 0.102
H -2.312 2.157 0.011 0.113
H -4.803 3.404 -1.292 0.067
H -3.103 3.790 -1.647 0.063
H -3.742 2.179 -2.036 0.077
H -3.093 3.297 2.080 0.078
H -2.754 4.463 0.772 0.063
H -4.439 4.052 1.178 0.068
```